Below is a cluster of 2 separate species, C5H7Cl2O2P in total, with properties calculated with ωB97M-V/def2-TZVPD.

Each line ends with the Mulliken charge.
Geometry (Å):
1 C -2.533 0.093 -2.055  -1.10
2 P -2.330 0.349 -0.155  0.87
3 O -3.583 0.017 0.589  -0.59
4 Cl -1.583 2.185 0.121  -0.23
5 C -1.001 -0.724 0.635  0.39
6 O -0.216 -0.474 1.459  -0.32
7 Cl -1.303 -2.318 -0.091  -0.17
8 H -2.926 0.969 -2.339  0.42
9 H -1.512 -0.005 -2.466  0.33
10 H -3.166 -0.671 -2.088  0.39
11 C 3.317 0.547 2.044  -0.63
12 C 2.822 0.003 0.970  0.31
13 C 2.438 -0.412 -0.213  -0.75
14 H 3.129 0.007 2.916  0.26
15 H 3.836 1.442 1.879  0.27
16 H 3.146 -0.992 -0.665  0.32
17 H 1.466 -0.016 -0.542  0.21

Calculated values
- energy above the lowest of the compared OMol25 structures with the same formula, charge and spin (kcal/mol) = 51.0
- SMILES = C[P@](=O)(Cl)C(=O)Cl.C=C=C
- HOMO level (eV) = -9.95
- total energy (eV) = -43725.587
- gap between HOMO and LUMO (eV) = 9.8209
- E_LUMO (eV) = -0.13

Below is a cluster of 9 separate species, C30H85N11O9 in total, with properties calculated with ωB97M-V/def2-TZVPD.

Each line ends with the Mulliken charge.
Geometry (Å):
1 C 17.776 8.553 -2.672  -0.16
2 O 18.534 9.685 -2.970  -0.30
3 C 18.237 10.365 -4.196  -0.99
4 C 16.955 11.230 -4.021  0.38
5 C 16.532 11.915 -5.389  -1.59
6 N 17.110 12.307 -3.039  -0.68
7 H 18.216 8.072 -1.798  -0.46
8 H 17.837 7.847 -3.501  0.61
9 H 16.728 8.837 -2.572  0.19
10 H 19.044 11.062 -4.420  0.38
11 H 18.174 9.624 -4.992  0.45
12 H 16.099 10.592 -3.801  0.34
13 H 16.028 11.215 -6.055  0.38
14 H 17.347 12.367 -5.954  0.31
15 H 15.760 12.683 -5.346  0.39
16 H 17.068 11.970 -2.088  0.30
17 H 18.068 12.598 -3.179  0.32
18 C 13.031 10.811 0.464  -0.80
19 O 14.311 10.224 0.205  -0.25
20 C 14.977 9.793 1.335  -0.65
21 C 16.336 9.108 1.016  0.95
22 C 16.121 7.747 0.419  -0.84
23 N 17.268 9.108 2.128  -0.61
24 H 12.794 11.079 -0.566  0.23
25 H 13.191 11.706 1.064  0.35
26 H 12.262 10.213 0.952  0.27
27 H 15.156 10.750 1.827  0.49
28 H 14.360 9.241 2.043  0.20
29 H 16.809 9.583 0.156  0.15
30 H 15.660 7.731 -0.568  0.55
31 H 15.522 7.174 1.126  0.30
32 H 17.084 7.268 0.241  -0.53
33 H 17.129 9.990 2.598  0.38
34 H 16.982 8.461 2.849  0.06
35 C 14.114 5.367 -1.772  -0.83
36 O 15.364 5.560 -2.422  -0.33
37 C 16.391 4.885 -1.811  -0.65
38 C 17.662 4.715 -2.611  1.82
39 C 17.535 4.214 -4.023  -1.91
40 N 18.556 3.835 -1.859  -0.57
41 H 13.378 6.040 -2.211  0.30
42 H 14.102 5.533 -0.694  0.28
43 H 13.680 4.378 -1.919  0.36
44 H 16.654 5.196 -0.800  0.10
45 H 16.074 3.849 -1.688  0.42
46 H 18.153 5.676 -2.768  -0.44
47 H 18.535 4.053 -4.426  0.39
48 H 16.956 4.841 -4.701  0.34
49 H 17.022 3.255 -3.958  0.39
50 H 18.759 4.080 -0.901  0.23
51 H 19.433 3.637 -2.318  0.19
52 C 24.463 5.885 -1.415  -0.49
53 O 25.842 5.701 -1.201  -0.38
54 C 26.254 5.272 0.131  -0.66
55 C 27.814 5.123 0.105  0.51
56 C 28.499 4.451 1.304  -1.36
57 N 28.556 6.347 -0.094  -0.72
58 H 23.910 4.946 -1.412  0.20
59 H 24.406 6.238 -2.445  0.21
60 H 23.959 6.718 -0.925  0.26
61 H 26.110 5.999 0.930  0.35
62 H 25.834 4.327 0.475  0.31
63 H 28.024 4.486 -0.754  0.21
64 H 29.576 4.302 1.220  0.36
65 H 27.996 3.489 1.398  0.35
66 H 28.463 5.047 2.216  0.32
67 H 29.293 6.279 -0.782  0.22
68 H 28.082 7.157 -0.466  0.25
69 C 17.305 6.220 3.742  -0.80
70 O 16.538 7.174 4.501  -0.42
71 C 15.596 6.534 5.377  -1.05
72 C 14.314 6.042 4.663  1.03
73 C 13.577 7.063 3.895  -1.25
74 N 13.379 5.446 5.641  -0.80
75 H 16.790 5.594 3.014  0.25
76 H 17.896 5.742 4.523  0.47
77 H 17.979 6.833 3.144  0.22
78 H 16.093 5.675 5.829  0.40
79 H 15.316 7.129 6.246  0.40
80 H 14.508 5.216 3.978  0.17
81 H 12.817 7.601 4.462  0.47
82 H 13.078 6.685 3.004  0.38
83 H 14.278 7.652 3.304  -0.23
84 H 13.802 4.647 6.092  0.24
85 H 12.554 5.182 5.122  0.25
86 C 21.347 5.791 -4.905  -0.16
87 O 22.152 5.349 -6.001  -0.48
88 C 22.754 4.109 -5.753  -0.37
89 C 23.517 3.678 -7.050  0.48
90 C 22.611 3.243 -8.130  -1.47
91 N 24.380 2.515 -6.838  -0.83
92 H 20.562 6.259 -5.498  0.27
93 H 21.728 6.483 -4.154  -0.04
94 H 20.988 4.917 -4.360  0.11
95 H 23.429 4.078 -4.898  0.22
96 H 22.081 3.300 -5.468  0.19
97 H 24.317 4.344 -7.373  0.37
98 H 21.875 2.512 -7.796  0.29
99 H 23.111 2.745 -8.960  0.46
100 H 22.184 4.149 -8.559  0.32
101 H 24.783 2.383 -7.755  0.28
102 H 25.128 2.893 -6.274  0.28
103 C 24.234 10.006 -5.143  -0.72
104 O 23.004 10.198 -4.438  -0.33
105 C 23.295 10.059 -3.024  -1.00
106 C 22.059 10.084 -2.170  0.66
107 C 22.429 9.980 -0.695  -1.40
108 N 21.197 9.008 -2.559  0.15
109 H 24.870 10.808 -4.769  0.32
110 H 24.035 10.165 -6.203  0.25
111 H 24.599 8.986 -5.024  0.27
112 H 23.793 9.108 -2.834  0.25
113 H 24.003 10.862 -2.819  0.54
114 H 21.563 11.031 -2.378  0.33
115 H 23.061 9.100 -0.574  0.22
116 H 21.633 9.849 0.038  0.36
117 H 23.022 10.850 -0.412  0.45
118 H 20.258 9.344 -2.399  -0.52
119 H 21.304 9.248 -3.535  0.44
120 N 22.373 1.513 -2.081  -0.48
121 C 21.838 2.528 -1.487  0.48
122 N 22.021 2.449 -0.221  -0.34
123 O 21.285 3.425 -2.074  -0.38
124 H 22.784 0.746 -1.569  0.11
125 H 22.314 1.409 -3.084  0.22
126 H 21.727 3.244 0.328  0.23
127 H 22.261 1.572 0.219  0.16
128 N 21.337 6.641 -1.026  0.56
129 C 20.469 6.313 -0.117  0.72
130 N 19.829 7.374 0.146  0.00
131 O 20.242 5.226 0.395  -0.78
132 H 21.388 7.483 -1.581  -0.15
133 H 21.622 5.763 -1.437  -0.12
134 H 19.184 7.439 0.921  -0.14
135 H 20.108 8.175 -0.402  -0.12

Calculated values
- energy above the lowest of the compared OMol25 structures with the same formula, charge and spin (kcal/mol) = 112.6
- SMILES = COC[C@H](C)N.COC[C@H](C)N.COC[C@H](C)N.COC[C@H](C)N.COC[C@H](C)N.COC[C@H](C)N.COC[C@H](C)N.NC(N)=O.NC(N)=O
- HOMO level (eV) = -7.90
- total energy (eV) = -67301.453
- gap between HOMO and LUMO (eV) = 8.5245
- E_LUMO (eV) = 0.63

Below is a structure of composition C30H58B3F3N3O6, with properties calculated with ωB97M-V/def2-TZVPD.

Each line ends with the Mulliken charge.
Geometry (Å):
1 C -0.931 -0.237 -1.529  -0.58
2 C -0.936 1.077 -1.127  -0.24
3 B 0.373 1.813 -1.390  0.40
4 O 1.030 1.835 -2.633  -0.39
5 B 2.191 1.103 -2.498  0.67
6 O 2.992 1.361 -1.385  -0.56
7 B 2.378 1.946 -0.308  0.19
8 C 3.238 2.131 1.047  0.79
9 F 2.460 2.364 2.112  -0.23
10 F 4.002 1.065 1.322  -0.26
11 F 4.085 3.180 0.937  -0.26
12 O 1.091 2.396 -0.335  -0.38
13 H -0.982 -1.037 -0.790  0.29
14 H -0.880 -0.532 -2.578  0.30
15 H -1.797 1.529 -0.636  0.39
16 H 2.447 0.254 -3.286  -0.12
17 C -2.229 -3.970 -7.334  -1.81
18 C -1.004 -3.613 -6.463  1.87
19 C 0.097 -4.656 -6.658  -1.27
20 C -0.199 -5.994 -5.981  -0.51
21 C -0.546 -5.792 -4.507  -1.31
22 C -1.668 -4.778 -4.284  2.12
23 N -1.390 -3.505 -5.021  0.41
24 O -0.515 -2.806 -4.376  -0.56
25 C -3.014 -5.385 -4.714  -1.82
26 C -1.812 -4.488 -2.793  -2.26
27 C -0.516 -2.259 -6.966  -1.99
28 H -3.145 -3.555 -6.914  0.34
29 H -2.112 -3.550 -8.331  0.49
30 H -2.364 -5.042 -7.467  0.32
31 H 1.037 -4.264 -6.257  0.39
32 H 0.255 -4.805 -7.729  0.35
33 H -1.009 -6.517 -6.497  0.31
34 H 0.676 -6.641 -6.062  0.39
35 H -0.837 -6.745 -4.058  0.41
36 H 0.352 -5.460 -3.976  0.39
37 H -3.807 -4.637 -4.671  0.37
38 H -3.279 -6.192 -4.032  0.45
39 H -3.005 -5.817 -5.711  0.31
40 H -0.881 -4.143 -2.350  0.34
41 H -2.106 -5.403 -2.279  0.45
42 H -2.579 -3.732 -2.612  0.53
43 H -1.275 -1.488 -6.817  0.45
44 H -0.307 -2.332 -8.033  0.48
45 H 0.398 -1.941 -6.471  0.36
46 C 4.537 8.062 4.075  -1.82
47 C 5.643 7.606 5.051  1.83
48 C 6.955 7.399 4.290  -1.29
49 C 6.969 6.138 3.426  -0.44
50 C 6.579 4.910 4.248  -1.30
51 C 5.254 5.079 4.992  1.87
52 N 5.238 6.357 5.769  0.45
53 O 5.926 6.226 6.856  -0.61
54 C 4.087 5.019 3.995  -1.82
55 C 5.044 3.899 5.934  -1.83
56 C 5.810 8.743 6.052  -1.89
57 H 3.548 7.793 4.447  0.33
58 H 4.558 9.146 3.967  0.49
59 H 4.651 7.653 3.073  0.31
60 H 7.779 7.339 5.008  0.39
61 H 7.146 8.279 3.672  0.36
62 H 6.301 6.251 2.568  0.28
63 H 7.969 5.995 3.013  0.41
64 H 6.510 4.034 3.599  0.39
65 H 7.376 4.702 4.969  0.37
66 H 3.141 5.249 4.487  0.37
67 H 4.008 4.014 3.584  0.39
68 H 4.200 5.682 3.142  0.24
69 H 5.870 3.777 6.630  0.39
70 H 4.965 2.986 5.345  0.41
71 H 4.125 4.017 6.509  0.44
72 H 4.895 8.897 6.626  0.44
73 H 6.034 9.662 5.510  0.45
74 H 6.626 8.562 6.748  0.38
75 C -5.020 -4.688 1.142  -1.71
76 C -4.330 -3.487 1.825  1.70
77 C -5.215 -2.950 2.953  -1.31
78 C -6.439 -2.179 2.458  -0.49
79 C -6.031 -1.081 1.476  -1.36
80 C -5.172 -1.596 0.322  1.69
81 N -4.025 -2.413 0.828  0.88
82 O -3.092 -1.638 1.276  -0.63
83 C -6.042 -2.409 -0.652  -1.69
84 C -4.639 -0.427 -0.493  -1.82
85 C -3.031 -4.029 2.408  -1.89
86 H -4.679 -4.805 0.113  0.20
87 H -4.773 -5.609 1.670  0.51
88 H -6.106 -4.619 1.141  0.32
89 H -4.620 -2.289 3.590  0.40
90 H -5.528 -3.787 3.581  0.35
91 H -7.160 -2.857 1.995  0.31
92 H -6.952 -1.730 3.310  0.40
93 H -6.920 -0.596 1.066  0.40
94 H -5.479 -0.309 2.021  0.35
95 H -5.426 -2.882 -1.418  0.17
96 H -6.743 -1.741 -1.152  0.49
97 H -6.641 -3.178 -0.172  0.34
98 H -4.081 0.282 0.115  0.35
99 H -5.466 0.119 -0.947  0.46
100 H -3.984 -0.784 -1.290  0.37
101 H -2.370 -4.396 1.621  0.38
102 H -3.262 -4.857 3.077  0.48
103 H -2.494 -3.278 2.985  0.38

Calculated values
- expectation value of S² = 3.76
- multiplicity = 4
- HOMO level (alpha / beta) (eV) = -8.15 / -8.62
- total energy (eV) = -58987.816
- gap between HOMO and LUMO (alpha / beta) (eV) = 7.9868 / 8.4551
- E_LUMO (alpha / beta) (eV) = -0.16 / -0.17

Below is a structure of composition C14H26N3O3SV, with properties calculated with ωB97M-V/def2-TZVPD.

Each line ends with the Mulliken charge.
Geometry (Å):
1 V 0.687 0.687 0.941  -0.11
2 N 2.822 0.733 0.651  -0.47
3 C 3.383 1.669 1.628  -0.64
4 C 2.875 3.084 1.356  -0.61
5 C 1.349 3.184 1.284  -0.49
6 N 0.802 2.521 0.095  -0.47
7 H 3.191 -0.203 0.821  0.27
8 H 3.144 1.001 -0.281  0.28
9 H 4.482 1.665 1.601  0.44
10 H 3.081 1.344 2.633  0.33
11 H 3.310 3.455 0.423  0.30
12 H 3.222 3.728 2.166  0.38
13 H 1.079 4.251 1.310  0.49
14 H 0.907 2.713 2.181  0.34
15 H 1.349 2.790 -0.728  0.26
16 H -0.139 2.877 -0.086  0.36
17 N -1.585 0.803 1.083  -0.27
18 C -2.102 0.674 -0.262  0.05
19 C -1.225 0.237 -1.247  0.99
20 C -1.684 -0.021 -2.530  -0.98
21 C -3.021 0.184 -2.772  -0.30
22 C -3.902 0.678 -1.841  -0.85
23 C -3.438 0.925 -0.557  -0.87
24 S -3.724 -0.263 -4.441  1.23
25 O -4.339 1.003 -4.764  -0.64
26 O -4.601 -1.329 -4.018  -0.63
27 O -2.548 -0.634 -5.185  -0.68
28 H -2.090 1.545 1.572  0.32
29 H -1.831 -0.064 1.569  0.32
30 H -0.166 0.091 -0.960  0.36
31 H -1.056 -0.380 -3.329  0.65
32 H -4.927 0.855 -2.122  0.43
33 H -4.108 1.310 0.199  0.42
34 C 1.428 -3.238 2.064  -1.73
35 C 0.735 -2.502 0.904  2.56
36 C -0.731 -2.966 0.774  -1.57
37 C 1.483 -2.761 -0.416  -1.51
38 C 0.711 -1.061 1.090  -0.74
39 H 1.438 -4.307 1.868  0.44
40 H 0.904 -3.067 3.003  0.42
41 H 2.459 -2.901 2.174  0.38
42 H -0.750 -4.038 0.602  0.46
43 H -1.212 -2.464 -0.064  0.35
44 H -1.292 -2.750 1.682  0.37
45 H 1.496 -3.823 -0.647  0.45
46 H 2.513 -2.413 -0.342  0.34
47 H 0.987 -2.230 -1.226  0.38
48 H 0.634 -0.596 2.142  0.20

Calculated values
- expectation value of S² = 0.97
- multiplicity = 2
- total charge = +1
- HOMO level (alpha / beta) (eV) = -10.02 / -10.02
- total energy (eV) = -62065.369
- gap between HOMO and LUMO (alpha / beta) (eV) = 4.3623 / 4.5520
- E_LUMO (alpha / beta) (eV) = -5.66 / -5.47